This record from the Open Molecules 2025 dataset describes an isolated ion of composition C9H16N and charge +1 at a distorted geometry. The level of theory is ωB97M-V with the def2-TZVPD basis set.

ORCA input file:
```
! wB97M-V def2-TZVPD RIJCOSX def2/J DEFGRID3
* xyz 1 1
C -1.82403 0.31412 -0.81570
C -1.31419 -1.06161 -0.46427
C 0.57132 0.59505 -1.07708
C -0.03884 -0.41342 -0.07370
C 1.45665 -0.12735 -0.03417
C -1.94237 -1.81689 0.76183
C 2.33062 -1.30756 -0.59347
C 2.09724 0.58568 1.11584
C -0.76487 2.37802 0.23684
N -0.61801 1.07829 -0.41144
H -2.15376 0.57806 -1.89721
H -2.70909 0.49153 -0.16107
H -1.23187 -1.65809 -1.38723
H 0.63951 0.33788 -2.16080
H -2.35203 -2.83941 0.56732
H -2.79312 -1.22559 0.96005
H -1.22989 -1.76665 1.61875
H 1.92501 -1.75080 -1.63158
H 2.20008 -2.09111 0.19142
H 3.38618 -0.96007 -0.51582
H 1.26799 1.17624 1.55929
H 3.04569 1.25463 0.93250
H 2.42360 -0.00221 1.98139
H 0.12559 2.75419 0.83455
H -1.00497 3.01694 -0.50623
H -1.49243 2.46013 0.97000
*
```

Calculated values
- SMILES: C[C@H]1C[N@+]2(C)[C@H]3C(C)(C)[C@]132
- Orbital gap: 11.2 eV
- Relative energy (zero: lowest compared OMol25 entry of this formula, charge and spin): 119.6 kcal/mol
- Total energy: -11071.19604 eV
- LUMO energy: -3.00 eV